Entry 1:
{"formula": "CH10NO4", "method": "ωB97M-V/def2-TZVPD", "e_homo_ev": -4.29, "homo_lumo_gap_ev": 8.47, "charge": -1, "max_force_ha_per_bohr": 0.040, "mol_weight_g_mol": 100.09, "relative_energy_kcal_mol": 4.5, "e_tot_ev": -10880.6922, "species": ["H", "H", "H", "H", "C", "H", "H", "H", "O", "N", "O", "H", "O", "H", "O", "H"], "positions_angstrom": [[1.20068, -1.32560, 1.57400], [-0.47742, 0.32687, 1.48210], [-0.56483, -0.00405, -1.21016], [-0.40301, 0.79500, -2.61963], [0.92638, -1.50546, 0.52651], [-2.06508, 1.37315, -0.76831], [2.08433, -1.97550, -1.12448], [-2.10492, 2.03735, 0.58365], [-2.39800, 2.18479, -0.32928], [2.22316, -1.54798, -0.22023], [-1.03151, 0.42284, -2.00373], [2.51082, -0.59452, -0.37816], [0.10869, -0.49650, 0.08980], [0.10576, 1.70478, 2.01937], [-0.63340, 1.10479, 2.08609], [0.51833, -2.49998, 0.29247]], "atomic_forces_ev_per_a": [[-0.125, -0.565, 0.216], [0.547, 0.476, -0.648], [0.547, -0.091, -0.243], [0.294, 0.022, 0.270], [0.289, 1.019, -1.738], [0.015, 0.620, -0.302], [-0.172, 0.133, -0.154], [0.039, 0.086, -0.082], [-0.032, -0.436, 0.415], [0.271, -0.433, 0.597], [-0.723, -0.349, -0.114], [-0.006, 0.267, -0.094], [-0.162, -0.205, 0.757], [0.294, -0.168, -0.367], [-0.873, -0.120, 0.738], [-0.204, -0.255, 0.750]], "lowdin_charge": [0.084, -0.008, -0.018, 0.015, -0.474, -0.011, 0.026, -0.005, -0.116, -0.034, -0.136, 0.032, -0.333, 0.013, -0.119, 0.086]}

=====

Entry 2:
{"formula": "C31H25CrF9N3O3S2", "method": "ωB97M-V/def2-TZVPD", "e_homo_ev": [-2.83, -3.71], "homo_lumo_gap_ev": [5.53, 6.41], "charge": -1, "max_force_ha_per_bohr": 0.018, "mol_weight_g_mol": 774.67, "multiplicity": 5, "s_squared": 6.06, "relative_energy_kcal_mol": 0.0, "e_tot_ev": -117721.1888, "species": ["C", "C", "C", "F", "H", "H", "H", "C", "H", "S", "F", "C", "H", "H", "H", "C", "F", "C", "C", "C", "C", "C", "H", "H", "C", "C", "C", "C", "H", "C", "F", "C", "H", "F", "H", "O", "H", "C", "F", "H", "H", "C", "C", "C", "H", "C", "F", "O", "O", "F", "H", "H", "C", "H", "C", "F", "S", "N", "H", "H", "C", "C", "Cr", "N", "C", "N", "H", "C", "C", "H", "C", "C", "H", "H"], "positions_angstrom": [[-0.13995, -3.92797, -1.06644], [-1.25558, -1.70351, 2.83189], [4.52762, 0.67197, -1.13295], [3.27865, -2.54780, -0.66394], [1.59388, -0.31688, -5.05706], [-0.10979, 1.31168, 3.36338], [1.39427, -0.94668, 4.76227], [-1.69477, -0.37261, 4.77938], [-4.30746, 1.39722, -0.07970], [-1.86140, 0.26882, -0.01590], [2.03758, -2.26766, -2.40698], [-2.32405, -2.52566, 3.16670], [-2.57076, -3.35653, 2.51769], [-1.73909, -0.43437, -4.91044], [-0.69277, -1.88142, 1.92752], [0.24131, 0.27185, 3.35545], [2.53069, -4.25638, -1.75653], [2.21279, -3.02570, -1.31678], [-1.32327, 2.92387, 0.35505], [-3.14519, 2.55613, -4.17971], [-1.64498, 4.37926, 0.56432], [3.17676, 0.54270, -1.11130], [-2.69955, 4.59480, 0.39093], [1.37417, 0.78817, 5.19219], [0.31951, 0.17570, -3.30478], [-1.07246, 2.26429, -2.98327], [2.23991, 0.52013, -2.23591], [-2.97209, 1.31451, -4.77721], [-3.99328, 3.07459, -0.51110], [-3.07662, -2.27789, 4.30451], [1.98119, -2.78729, 1.74784], [3.15159, 0.31053, 1.24518], [5.03339, 0.39913, 2.24403], [2.20885, -4.71990, 0.81866], [-1.46154, 0.48544, 5.40228], [2.66692, 0.51287, -3.50064], [-4.09102, 2.59893, 1.18673], [0.94390, -3.01343, -0.39745], [0.15008, -5.24299, -1.00185], [5.04431, 0.81376, -2.07278], [1.33954, 1.43169, -4.79107], [-2.76150, -1.19232, 5.11407], [1.38045, 0.07293, 4.37332], [-2.19410, 3.02429, -3.28338], [-0.35415, 2.61897, -2.25402], [1.45989, 0.46131, -4.30994], [-0.27337, -3.61896, -2.37005], [0.40386, -1.81495, -0.20513], [2.58998, 0.28549, 3.60766], [0.29635, -4.13143, 1.62543], [-3.91258, -2.91869, 4.55638], [6.31242, 0.70463, 0.12107], [-1.85469, 0.55121, -4.47154], [-4.02610, 3.14662, -4.39925], [1.37032, -3.67651, 0.96267], [-1.32953, -3.75486, -0.49544], [0.41184, 2.56691, 0.33194], [0.98533, 0.41282, -2.01957], [-1.40068, 4.69593, 1.58341], [-1.05048, 5.00806, -0.10501], [2.20642, 0.18663, 2.32302], [-0.90168, 1.02033, -3.57423], [0.48494, 0.22375, 0.02376], [0.93856, 0.06085, 2.08503], [-3.73947, 2.28327, 0.19978], [2.48518, 0.33900, 0.04220], [0.02872, -0.87797, -3.32388], [4.52389, 0.43370, 1.28946], [5.23693, 0.60851, 0.10286], [-3.71688, 0.93042, -5.46318], [-2.25696, 1.97605, 0.19970], [-0.93222, -0.62739, 3.64143], [-3.35047, -0.98017, 5.99790], [-2.33153, 3.97823, -2.78867]], "atomic_forces_ev_per_a": [[0.020, -0.005, 0.023], [-0.049, -0.027, 0.018], [0.311, 0.067, -0.211], [0.044, 0.036, -0.009], [-0.007, -0.001, -0.013], [0.015, 0.019, 0.012], [-0.019, -0.028, -0.007], [-0.048, -0.011, 0.001], [0.031, -0.017, -0.011], [0.072, 0.099, -0.047], [0.001, 0.070, -0.017], [0.018, -0.006, -0.022], [-0.008, -0.006, 0.001], [0.009, 0.002, 0.006], [0.006, 0.022, -0.028], [0.035, 0.068, -0.137], [0.048, -0.034, -0.058], [-0.081, 0.046, 0.040], [0.111, 0.036, -0.019], [0.037, -0.018, 0.012], [-0.004, 0.025, -0.012], [-0.446, -0.168, 0.476], [-0.011, 0.003, 0.010], [-0.017, -0.015, 0.027], [0.040, 0.068, 0.042], [-0.014, 0.020, -0.018], [0.378, 0.021, 0.130], [0.027, 0.008, 0.024], [0.017, 0.005, -0.010], [0.018, 0.034, 0.016], [-0.022, -0.026, 0.001], [-0.873, -0.061, 0.288], [-0.007, -0.003, -0.003], [0.018, -0.055, 0.016], [0.010, 0.004, -0.009], [-0.150, -0.004, -0.160], [0.019, 0.007, 0.008], [-0.182, 0.056, 0.075], [-0.030, -0.033, -0.005], [-0.010, 0.004, 0.015], [-0.014, 0.013, -0.007], [0.026, -0.034, -0.046], [0.100, 0.071, -0.064], [-0.003, -0.003, 0.014], [0.024, -0.008, 0.048], [0.106, -0.018, 0.088], [-0.020, -0.012, 0.004], [0.224, 0.133, -0.071], [-0.164, 0.007, 0.220], [-0.019, -0.013, 0.066], [-0.004, -0.003, -0.002], [0.014, 0.000, -0.003], [-0.063, -0.007, 0.006], [0.000, 0.006, 0.001], [-0.002, 0.049, -0.038], [0.035, -0.014, -0.019], [-0.132, -0.036, 0.010], [-0.246, -0.007, -0.199], [0.010, -0.026, 0.008], [-0.001, -0.023, -0.017], [0.692, 0.086, -0.555], [0.045, -0.059, 0.035], [-0.480, -0.173, 0.274], [-0.192, -0.159, 0.146], [-0.025, -0.004, 0.022], [0.444, 0.055, -0.380], [-0.001, -0.015, -0.020], [0.721, 0.102, -0.389], [-0.341, -0.071, 0.444], [0.002, 0.003, -0.008], [-0.065, -0.079, -0.045], [0.034, 0.041, 0.035], [-0.004, -0.003, 0.005], [-0.008, 0.003, -0.006]], "mulliken_spin": [-0.003, 0.010, 0.015, 0.000, 0.001, 0.008, 0.001, 0.004, 0.004, -0.038, -0.003, -0.010, -0.001, 0.000, 0.014, -0.009, 0.000, 0.012, 0.050, 0.000, -0.001, 0.178, -0.001, 0.000, 0.005, -0.006, -0.088, 0.000, -0.001, -0.001, 0.004, 0.370, -0.008, 0.000, 0.000, 0.008, 0.000, 0.011, 0.000, -0.001, 0.001, 0.001, -0.004, 0.003, 0.004, 0.000, 0.000, -0.034, 0.014, -0.001, 0.000, 0.030, -0.002, 0.000, 0.001, 0.000, -0.089, -0.025, 0.001, 0.001, -0.029, 0.009, 3.153, 0.074, 0.000, 0.196, -0.005, -0.083, 0.261, 0.000, 0.007, -0.010, 0.000, 0.000]}

=====

charge of number 1 (CH10NO4)?
-1

=====

Number 1 is which compound?
CH10NO4